Record 1
Below is the molecule C4H4N2 at a distorted geometry, with properties calculated with wB97M-V/def2-TZVPD.

The geometry in ORCA input format:
```
! RIJCOSX wB97M-V def2-TZVPD def2/J DEFGRID3
* xyz 0 1
N -0.02 -1.20 -2.16
N 0.17 1.37 -0.44
C 0.39 0.02 -0.27
C -0.33 -0.83 2.13
C 0.01 -0.48 1.03
C -0.81 -0.95 -1.33
H -0.78 1.65 -0.25
H 1.42 -0.27 -0.56
H -0.64 -1.15 3.09
H 0.60 1.82 -1.24
*
```

Relative energy (zero: lowest compared OMol25 entry of this formula, charge and spin) ... 98.7 kcal per mole
SMILES string ... C#C[C@H](N)C#N
Lowest unoccupied orbital energy ... -0.26 eV
Molecular weight ... 80.09 g mol⁻¹
HOMO-LUMO gap ... 9.91 eV

Mulliken atomic charge list, values in e, 5 entries:
1. N -0.3494
2. N -0.5082
3. C 0.1507
4. C 0.2507
5. C -0.7138

Record 2
Below is an isolated ion of composition C7H17FO4PS and charge +1 at a distorted geometry, with properties calculated with wB97M-V/def2-TZVPD.

The geometry in ORCA input format:
```
! RIJCOSX wB97M-V def2-TZVPD def2/J DEFGRID3
* xyz 1 1
S -0.63 -3.11 -0.22
P -0.46 -1.10 -1.01
F -0.43 -2.89 1.29
O 0.50 -3.76 -0.75
O 1.02 -0.96 -1.37
O -1.00 -0.14 0.07
O -1.94 -3.56 -0.53
C 2.88 0.46 -0.72
C -1.83 1.02 -0.38
C -3.30 0.77 -0.23
C -3.82 0.99 1.20
C 3.48 0.06 1.71
C 2.58 0.84 0.74
C 1.61 0.39 -1.55
H 3.33 -0.53 -0.76
H -4.89 1.15 1.18
H 1.55 0.58 1.00
H -3.60 -0.21 -0.61
H -3.79 1.51 -0.86
H -3.57 0.15 1.84
H 3.52 1.20 -1.19
H 4.50 0.42 1.60
H -1.57 1.29 -1.41
H 3.46 -0.99 1.43
H 3.15 0.16 2.74
H 1.80 0.54 -2.61
H -1.52 1.86 0.24
H 2.70 1.91 0.88
H -1.31 -1.09 -2.12
H -3.37 1.89 1.62
H 0.93 1.18 -1.22
*
```

Lowest unoccupied orbital energy ... -3.93 eV
Molecular weight ... 247.25 g mol⁻¹
HOMO-LUMO gap ... 11.07 eV

Mulliken atomic charge list, values in e, 5 entries:
1. S 1.0583
2. P 0.5934
3. F -0.1305
4. O -0.4810
5. O -0.2526

Record 3
Below is a 3-piece molecular cluster, C19H51BFN6O5P2 overall at a distorted geometry, with properties calculated with wB97M-V/def2-TZVPD.

The geometry in ORCA input format:
```
! RIJCOSX wB97M-V def2-TZVPD def2/J DEFGRID3
* xyz -1 1
P 0.97 -0.74 -4.73
P 1.79 -1.13 3.90
F -0.17 2.86 -0.67
O -3.50 0.34 1.46
O -3.41 2.60 0.95
O 0.90 -0.25 3.00
O 1.95 -1.62 -3.93
O -6.20 3.12 -0.12
N 3.25 -0.43 3.28
N -0.16 -0.52 -3.43
N 2.69 -2.09 5.09
N 0.45 -2.05 -5.75
N 0.06 0.39 -5.76
N 1.43 -2.58 3.02
C -0.87 -2.64 -5.66
C 0.49 1.78 -5.48
C 0.72 3.41 1.90
C 0.11 -2.65 2.40
C 2.93 -1.29 6.31
C -1.58 -0.24 -3.53
C -5.58 1.96 2.01
C 2.39 -3.23 2.15
C -6.02 3.28 1.29
C -2.40 2.02 0.15
C -0.84 3.53 1.65
C 0.20 0.23 -7.22
C -1.29 3.13 0.19
C 3.42 0.99 3.58
C 4.57 -1.03 3.19
C 0.38 0.19 -2.26
C 2.05 -3.34 5.56
C -2.19 0.61 0.90
C 1.43 -3.11 -5.99
B -3.97 1.65 1.96
H -0.10 2.49 -6.05
H -1.65 -1.92 -5.92
H 0.07 -2.10 1.45
H -5.35 3.11 -0.56
H -2.76 1.78 -0.89
H 1.99 -1.01 6.80
H 4.58 -2.00 2.71
H -0.99 -3.45 -6.40
H 5.07 -1.12 4.17
H -2.12 -0.15 0.09
H -0.30 -0.66 -7.59
H 1.25 0.18 -7.53
H -1.38 2.95 2.43
H -2.11 -0.92 -4.18
H 1.06 2.40 1.59
H -1.12 4.61 1.82
H 1.18 -3.67 -6.90
H -1.79 0.79 -3.85
H 1.26 4.25 1.40
H 4.06 1.48 2.84
H 0.36 2.04 -4.43
H 1.97 -4.13 1.70
H 2.42 -2.70 -6.15
H -0.17 -0.07 -1.36
H -5.37 4.17 1.54
H 3.55 -1.84 7.02
H 0.32 1.27 -2.39
H 1.55 1.93 -5.73
H 2.62 -3.76 6.40
H -0.27 1.06 -7.75
H -1.06 -3.07 -4.67
H -1.51 0.54 1.78
H 1.42 -0.07 -2.07
H 1.47 -3.82 -5.16
H -6.21 1.12 1.62
H -2.05 -0.36 -2.55
H 2.47 1.54 3.57
H -3.37 1.83 2.99
H -0.17 -3.69 2.20
H 1.02 -3.16 5.90
H 3.48 -0.37 6.08
H 3.26 -3.59 2.71
H 3.88 1.15 4.57
H -7.05 3.55 1.69
H 5.23 -0.41 2.57
H -1.76 4.05 -0.25
H 2.72 -2.58 1.33
H -0.66 -2.25 3.06
H -5.86 2.08 3.10
H 0.88 3.51 3.01
H 2.04 -4.11 4.80
*
```

Relative energy (zero: lowest compared OMol25 entry of this formula, charge and spin) ... 123.4 kcal per mole
Lowest unoccupied orbital energy ... 1.33 eV
Molecular weight ... 535.41 g mol⁻¹
HOMO-LUMO gap ... 5.35 eV

Mulliken atomic charge list, values in e, 5 entries:
1. P 0.8963
2. P 0.7760
3. F -0.3641
4. O -0.8690
5. O -0.6750

Record 4
Below is C23H49O18S5Zn as an isolated structure at a distorted geometry, with properties calculated with wB97M-V/def2-TZVPD.

The geometry in ORCA input format:
```
! RIJCOSX wB97M-V def2-TZVPD def2/J DEFGRID3
* xyz 1 1
Zn -1.22 6.37 8.44
S -1.22 3.76 11.08
S -2.73 13.23 8.28
S -3.32 6.29 15.46
S 2.03 6.06 9.70
S -4.59 5.57 7.78
O -7.97 6.53 10.36
O -6.92 11.42 12.15
O -1.67 7.68 9.84
O -2.18 2.75 11.40
O -5.46 6.67 7.46
O 0.19 2.95 10.88
O -2.24 5.35 15.57
O -2.34 14.03 7.18
O -3.29 5.83 8.39
O -4.25 6.46 16.55
O -2.04 13.92 9.57
O -4.05 6.00 14.02
O -1.46 4.73 10.02
O -5.46 4.53 8.70
O 2.52 7.58 9.92
O 2.32 5.31 10.88
O 0.67 6.18 9.17
O -4.10 12.94 8.59
C -4.90 4.19 11.02
C -2.67 7.92 15.01
C -8.50 8.24 11.84
C -1.85 14.53 11.91
C -6.20 5.19 14.53
C -2.41 8.46 10.73
C 0.53 2.47 9.58
C -8.32 9.51 12.23
C 1.70 8.34 10.85
C -6.76 8.54 10.10
C -2.36 13.49 10.89
C -7.28 10.38 11.66
C -4.79 3.64 9.62
C -0.79 4.71 12.53
C 2.50 9.61 11.14
C -4.33 4.48 6.34
C -5.42 6.36 13.87
C -0.15 1.16 9.31
C -6.61 9.83 10.45
C 3.04 5.65 8.28
C -3.66 7.72 11.22
C -1.80 11.66 8.20
C -7.71 7.64 10.78
H 2.20 10.11 12.06
H -9.00 9.93 12.96
H -0.39 5.64 12.13
H -4.13 7.32 10.33
H -6.15 8.19 9.28
H -7.27 5.33 14.45
H -0.95 15.00 11.53
H -5.46 2.78 9.53
H -2.18 8.38 15.87
H -3.65 3.69 6.65
H 0.07 0.48 10.14
H -4.52 3.56 11.82
H -1.84 12.55 11.11
H -0.11 4.12 13.14
H -0.75 11.78 8.47
H 3.57 9.53 10.99
H -2.65 15.25 12.10
H -6.03 10.51 9.84
H -1.24 1.22 9.32
H -5.68 6.43 12.82
H -1.77 13.95 12.82
H -5.80 7.29 14.31
H -3.85 5.05 5.54
H -5.80 4.92 15.50
H -2.73 9.46 10.40
H 0.73 8.57 10.41
H -5.95 4.42 11.23
H -3.52 8.52 14.69
H 2.43 5.88 7.42
H -4.48 5.18 11.21
H 1.62 2.48 9.54
H 1.57 7.75 11.75
H -3.76 3.47 9.32
H -1.80 11.25 7.19
H -3.34 6.85 11.80
H 3.96 6.24 8.30
H -1.71 8.67 11.56
H -2.20 10.93 8.90
H -9.37 7.66 12.14
H 2.19 10.32 10.36
H -1.73 4.98 13.00
H 0.05 0.60 8.39
H -3.43 13.31 10.99
H -2.06 7.74 14.13
H -5.97 4.30 13.92
H -4.33 8.30 11.85
H -5.27 4.05 6.02
H 0.20 3.21 8.84
H 3.33 4.61 8.36
*
```

Lowest unoccupied orbital energy ... -4.98 eV
Molecular weight ... 839.35 g mol⁻¹
HOMO-LUMO gap ... 6.75 eV

Mulliken atomic charge list, values in e, 5 entries:
1. Zn 0.9977
2. S 0.5895
3. S 1.1715
4. S 1.1689
5. S 1.0593

Record 5
Below is an isolated ion of composition C5H12N2 and charge -1 at a distorted geometry, with properties calculated with wB97M-V/def2-TZVPD.

The geometry in ORCA input format:
```
! RIJCOSX wB97M-V def2-TZVPD def2/J DEFGRID3
* xyz -1 2
N 0.47 2.49 -0.36
N -1.54 -1.03 0.20
C 1.08 1.71 0.69
C -2.25 -1.86 -0.73
C 1.80 0.42 0.34
C -0.16 -1.18 0.48
C 0.88 -0.60 -0.30
H 2.21 0.00 1.27
H -2.07 -0.59 0.89
H 2.67 0.63 -0.27
H -3.24 -2.22 -0.41
H -1.60 -2.71 -0.97
H 0.19 -1.63 1.41
H 1.72 2.39 1.30
H -0.07 1.84 -0.93
H 0.36 1.48 1.48
H 0.85 -0.54 -1.40
H 1.22 2.78 -0.99
H -2.51 -1.37 -1.69
*
```

Relative energy (zero: lowest compared OMol25 entry of this formula, charge and spin) ... 42.5 kcal per mole
Lowest unoccupied orbital energy (spin up / spin down) ... 4.54 / 4.27 eV
Molecular weight ... 100.16 g mol⁻¹
HOMO-LUMO gap (spin up / spin down) ... 4.33 / 6.14 eV

Mulliken atomic charge list, values in e, 5 entries:
1. N -0.7016
2. N 0.0310
3. C -0.8615
4. C -1.0720
5. C -0.6336

Record 6
Below is the molecule C6H20N4OP2 at a distorted geometry, with properties calculated with wB97M-V/def2-TZVPD.

The geometry in ORCA input format:
```
! RIJCOSX wB97M-V def2-TZVPD def2/J DEFGRID3
* xyz 0 1
P 3.68 -0.16 0.58
P 0.26 0.45 0.08
O 2.80 0.90 -0.29
N 0.08 -0.62 1.39
N 0.13 -0.53 -1.28
N -1.06 1.40 0.21
N 1.46 1.42 0.11
C -1.21 2.50 -0.69
C 0.38 -1.97 1.43
C -2.26 0.90 0.80
C 0.69 -0.08 -2.56
C -0.96 -1.47 -1.47
C 0.56 0.10 2.56
H -0.21 -2.41 2.32
H -3.19 0.68 0.18
H 0.14 -2.43 0.54
H -0.63 -2.53 -1.91
H 1.57 -0.07 2.77
H -1.51 -1.68 -0.52
H 3.16 -1.44 -0.01
H -1.94 -1.11 -2.09
H -1.78 2.10 -1.62
H 0.22 1.14 2.59
H -0.17 0.10 -3.34
H -0.26 2.82 -1.20
H 4.66 -0.10 -0.36
H 1.45 -2.09 1.62
H -2.72 1.66 1.50
H -1.71 3.43 -0.18
H 1.04 0.90 -2.53
H -2.10 -0.12 1.23
H 0.15 -0.29 3.48
H 1.49 -0.73 -2.79
*
```

Relative energy (zero: lowest compared OMol25 entry of this formula, charge and spin) ... 93.7 kcal per mole
SMILES string ... CN(C)P(=NOP)(N(C)C)N(C)C
Lowest unoccupied orbital energy ... 0.73 eV
Molecular weight ... 226.20 g mol⁻¹
HOMO-LUMO gap ... 8.87 eV

Mulliken atomic charge list, values in e, 5 entries:
1. P 0.0381
2. P 0.2167
3. O -0.2516
4. N 0.4045
5. N 0.4426

What is the molecular weight in the fourth record?
839.35 g mol⁻¹

The highest molecular weight belongs to which entry?
C23H49O18S5Zn

molecular weight of number 4 (C23H49O18S5Zn)?
839.35 g mol⁻¹

Please write out number 6 again, unchanged.
Below is the molecule C6H20N4OP2 at a distorted geometry, with properties calculated with wB97M-V/def2-TZVPD.

The geometry in ORCA input format:
```
! RIJCOSX wB97M-V def2-TZVPD def2/J DEFGRID3
* xyz 0 1
P 3.68 -0.16 0.58
P 0.26 0.45 0.08
O 2.80 0.90 -0.29
N 0.08 -0.62 1.39
N 0.13 -0.53 -1.28
N -1.06 1.40 0.21
N 1.46 1.42 0.11
C -1.21 2.50 -0.69
C 0.38 -1.97 1.43
C -2.26 0.90 0.80
C 0.69 -0.08 -2.56
C -0.96 -1.47 -1.47
C 0.56 0.10 2.56
H -0.21 -2.41 2.32
H -3.19 0.68 0.18
H 0.14 -2.43 0.54
H -0.63 -2.53 -1.91
H 1.57 -0.07 2.77
H -1.51 -1.68 -0.52
H 3.16 -1.44 -0.01
H -1.94 -1.11 -2.09
H -1.78 2.10 -1.62
H 0.22 1.14 2.59
H -0.17 0.10 -3.34
H -0.26 2.82 -1.20
H 4.66 -0.10 -0.36
H 1.45 -2.09 1.62
H -2.72 1.66 1.50
H -1.71 3.43 -0.18
H 1.04 0.90 -2.53
H -2.10 -0.12 1.23
H 0.15 -0.29 3.48
H 1.49 -0.73 -2.79
*
```

Relative energy (zero: lowest compared OMol25 entry of this formula, charge and spin) ... 93.7 kcal per mole
SMILES string ... CN(C)P(=NOP)(N(C)C)N(C)C
Lowest unoccupied orbital energy ... 0.73 eV
Molecular weight ... 226.20 g mol⁻¹
HOMO-LUMO gap ... 8.87 eV

Mulliken atomic charge list, values in e, 5 entries:
1. P 0.0381
2. P 0.2167
3. O -0.2516
4. N 0.4045
5. N 0.4426